{"formula": "C30H50ClF5P2RuSSi2", "method": "ωB97M-V/def2-TZVPD", "species": ["H", "Si", "H", "H", "H", "H", "H", "H", "H", "H", "C", "F", "C", "H", "H", "H", "H", "P", "C", "H", "C", "C", "C", "F", "H", "C", "C", "H", "H", "C", "H", "C", "C", "F", "C", "H", "Cl", "C", "C", "H", "C", "H", "H", "H", "C", "C", "H", "C", "C", "H", "H", "C", "H", "C", "H", "H", "H", "S", "C", "H", "C", "Ru", "H", "H", "C", "C", "C", "H", "H", "H", "C", "H", "H", "C", "H", "H", "H", "H", "H", "F", "H", "F", "H", "Si", "C", "H", "H", "P", "H", "H", "C", "H"], "xyz": [[-2.53678, -3.77733, -1.74761], [-2.29837, -1.71305, 2.40905], [2.45890, -2.40846, 0.92665], [-4.72152, -1.68604, 2.74110], [2.57731, 3.91470, -2.64124], [1.20355, 4.09562, -0.73915], [2.90830, 2.08237, 1.19142], [4.95042, -1.63870, -1.48211], [4.23078, -3.23441, -1.16818], [0.99474, -1.40765, 3.01438], [-2.80742, 1.15626, -1.31215], [-4.05474, 4.59552, -1.66030], [4.03764, 0.65204, 0.06605], [-2.73752, -2.01122, 0.03182], [3.47054, 4.08838, -0.15757], [1.70208, 0.79535, -4.44052], [4.91532, 3.17392, 0.32993], [-0.37367, -2.41687, 0.06184], [0.04322, 1.66273, 2.00190], [-1.37960, 5.33998, 1.43989], [-1.60783, -4.36055, -1.66887], [3.19846, 1.92169, 0.14334], [-2.07211, -2.53809, 0.72879], [-6.31976, 3.33105, -0.77717], [2.69414, -4.04276, 1.57820], [1.40666, 4.37495, 2.38033], [0.15651, -4.98112, 1.32169], [-0.12762, -3.20918, -3.64030], [0.81014, -5.48254, 2.05243], [-0.26722, -2.56724, -2.75897], [2.43472, 4.02414, 2.23749], [-4.03779, 3.26636, -1.40948], [0.48246, -0.53287, 2.63516], [-6.30983, 0.62960, -0.32496], [1.97278, 3.16384, -3.16435], [0.47569, -3.06935, 2.21581], [3.26376, -2.17551, -3.03458], [0.64209, 3.20893, -0.41518], [-3.97022, -0.90051, 2.58528], [0.22781, 1.07326, -3.48474], [-2.03021, -2.90179, 3.82083], [1.15577, 4.30687, 3.44856], [-4.27192, -0.30687, 1.71290], [-1.14366, -3.53564, 3.70805], [-1.52520, 4.25583, 1.54123], [0.62101, -3.52546, 1.22613], [1.35908, -0.23926, -3.05139], [-0.39014, -3.44028, -1.51729], [-4.02432, 0.53109, -0.97256], [-1.71477, -5.08493, -0.85220], [4.97078, 0.77807, 0.63347], [2.10122, -3.44469, 0.87157], [4.34330, 3.06941, -1.34242], [-1.18216, 0.92980, 2.00162], [-1.49586, -4.93573, -2.59987], [0.59579, -1.89879, -2.70359], [1.34316, 5.42772, 2.07431], [-1.29546, 0.25348, -1.43990], [-2.89345, 2.52116, -1.65424], [3.12453, 1.44317, -2.54123], [2.06809, 1.76110, -2.55222], [0.21434, -0.06543, 0.33169], [0.52129, -4.05706, -1.44189], [-1.17654, -1.97102, -2.91416], [1.28684, 0.78601, -3.42301], [-0.94497, -0.42049, 2.39886], [1.08089, 0.72647, 2.38854], [-0.87848, -5.07563, 1.67701], [2.29733, -3.83505, -0.13742], [-2.25246, 3.93483, 0.78447], [-5.17947, 1.25477, -0.71992], [-1.95693, 4.05583, 2.53215], [-2.91989, -3.54289, 3.88207], [-5.18354, 2.63245, -0.93408], [3.49580, -0.20024, 0.49605], [2.34107, 3.11436, -4.19962], [-2.40732, -3.58162, 0.79496], [4.31319, 0.41237, -0.97083], [3.33887, -1.75273, -0.70825], [-4.12909, -0.83435, -1.01945], [0.25999, -5.51775, 0.36913], [-1.87646, 3.11872, -2.35273], [-1.94289, -2.33820, 4.76062], [0.14136, 3.42999, 1.38912], [4.01735, -2.19932, -1.43270], [2.12564, 0.96390, 2.54139], [-3.98011, -0.23852, 3.46255], [1.55143, 1.65771, -0.74700], [-2.16352, 1.35953, 1.81384], [0.92939, 3.50971, -3.19853], [4.01112, 3.14233, -0.29804], [-0.28582, 3.16982, -1.00166]], "forces_ev_per_angstrom": [[0.263, -0.149, 0.044], [0.928, 0.475, -0.194], [-0.120, -0.222, 0.020], [0.018, 0.211, -0.046], [-0.180, -0.162, -0.046], [-0.060, -0.183, -0.162], [0.078, -0.023, -0.323], [-0.138, -0.069, 0.015], [-0.046, 0.128, -0.019], [-0.017, 0.196, -0.037], [-0.004, 0.332, -0.434], [-0.094, -0.732, 0.039], [0.097, 0.035, 0.125], [0.254, -0.183, 0.074], [0.105, -0.254, -0.085], [-0.042, 0.000, 0.157], [-0.159, 0.161, -0.207], [0.043, -1.439, 0.233], [-0.156, 0.053, 0.655], [-0.182, -0.160, 0.016], [0.014, -0.169, -0.037], [-0.428, 0.338, -0.224], [-0.400, -0.423, 0.079], [0.341, -0.143, 0.138], [-0.090, 0.098, -0.147], [-0.062, 0.276, 0.011], [0.181, -0.068, 0.154], [0.001, 0.094, 0.133], [-0.249, -0.049, -0.166], [-0.057, -0.016, -0.361], [-0.174, 0.077, 0.032], [0.011, 0.256, -0.155], [-0.632, 0.315, 0.455], [0.532, 0.344, -0.294], [0.104, 0.103, -0.056], [0.028, -0.140, -0.308], [0.047, -0.053, -0.196], [0.105, 0.533, -0.109], [-0.137, 0.011, 0.045], [0.345, -0.146, 0.027], [-0.231, -0.087, 0.127], [0.095, 0.061, -0.246], [0.114, -0.163, 0.145], [-0.164, 0.108, 0.024], [-0.093, 0.165, 0.050], [-0.551, 0.106, -0.205], [-0.103, 0.340, -0.050], [-0.028, 0.025, 0.176], [0.220, -0.241, -0.215], [0.003, 0.212, -0.122], [-0.162, -0.031, -0.116], [0.065, -0.054, 0.149], [-0.118, 0.011, 0.212], [0.421, 0.165, 0.751], [-0.058, 0.130, 0.185], [-0.319, -0.149, 0.049], [0.206, -0.090, 0.170], [-1.657, -0.089, -1.018], [0.068, -0.224, -0.122], [-0.234, 0.078, -0.009], [0.003, -0.039, 0.131], [0.627, -0.678, -1.246], [-0.212, 0.115, -0.013], [0.335, -0.151, 0.049], [-0.087, -0.074, -0.328], [0.233, 0.333, 0.662], [-0.864, 0.380, 0.520], [0.238, 0.038, -0.145], [-0.090, 0.104, 0.257], [0.201, 0.023, 0.129], [-0.190, -0.033, -0.091], [0.110, 0.107, -0.200], [0.227, -0.046, 0.147], [-0.122, 0.031, -0.029], [0.104, 0.208, -0.072], [-0.107, 0.025, 0.211], [0.039, 0.110, -0.189], [-0.115, 0.098, 0.270], [0.179, -0.155, -0.385], [0.120, 1.090, 0.454], [-0.048, 0.142, 0.183], [-0.690, -0.344, 0.855], [-0.034, -0.184, -0.187], [0.124, -1.138, 0.177], [0.376, -0.156, 0.172], [-0.136, -0.113, -0.001], [-0.008, -0.180, -0.153], [1.257, 1.247, -0.086], [0.206, -0.116, -0.163], [0.290, -0.098, 0.036], [0.178, -0.039, 0.147], [0.321, -0.031, 0.105]], "s2": 6.03, "gap_ev": [6.10, 6.56], "multiplicity": 5, "lumo_energy_ev": [0.552, -0.715], "e_homo_ev": [-5.551, -7.278]}